1.
ORCA calculation (ωB97M-V/def2-TZVPD) on C9H33CaN14O8 as an isolated structure.

Calculated values
HOMO level = -0.290 Ha
Kohn-Sham gap = 3.483 eV
Total charge = +1

```
65
Properties=species:S:1:pos:R:3:forces:R:3
Ca -0.02528 -0.31906 -0.03507 -0.117 0.144 -0.621
C -2.88445 3.28497 -5.24855 0.354 -0.910 0.942
C -2.48124 1.93220 -4.53544 0.374 -0.065 -0.418
O -1.63130 2.02426 -3.45247 -0.262 0.309 0.239
H -3.62240 3.10612 -6.03056 0.104 -0.204 -0.157
H -1.97056 3.69443 -5.67899 -0.173 0.348 0.055
H -3.35624 3.96066 -4.53515 0.269 0.193 0.067
H -2.03276 1.31921 -5.31723 0.467 -0.148 -0.614
H -3.39145 1.35606 -4.36912 -0.700 0.083 0.668
C -0.85241 4.96966 1.38486 0.504 -0.912 -0.305
O -0.16038 3.98849 1.44968 1.171 -2.695 -0.018
N -1.66273 5.26421 0.41882 -1.947 -0.644 -3.855
N -0.91380 5.84370 2.32003 0.524 2.692 3.782
H -1.70008 4.50328 -0.24428 -0.356 0.755 -0.759
H -1.98659 6.20499 0.24519 -0.143 -0.611 -0.281
H -0.37485 5.56450 3.12729 -0.046 1.156 0.105
H -1.29582 6.74145 2.05886 0.296 -0.010 1.209
C 2.81178 -4.12181 1.81283 -1.119 0.927 0.082
O 1.74000 -3.63418 1.55130 -2.302 0.949 -1.133
N 3.59189 -4.78311 1.03451 2.522 -2.597 -3.591
N 3.34782 -3.98654 2.98545 0.753 1.081 4.337
H 3.35434 -5.01601 0.08087 0.034 0.081 0.330
H 4.44083 -5.13804 1.45095 -0.200 -0.197 -0.743
H 2.77360 -3.44148 3.61255 0.561 -0.172 0.345
H 4.27110 -4.31650 3.22795 -0.466 0.265 0.225
C -3.25466 -4.52552 -1.04611 -1.192 -2.089 0.763
O -2.95372 -3.39215 -1.12677 2.356 4.395 -0.104
N -4.39989 -4.95431 -1.54088 -2.939 -1.034 -1.427
N -2.62221 -5.50456 -0.40018 1.672 -0.942 1.011
H -4.78185 -5.82955 -1.21200 -0.202 0.348 -0.347
H -5.02748 -4.25313 -1.90773 0.086 -0.293 0.091
H -3.03810 -6.42495 -0.39356 0.675 0.207 0.203
H -1.73740 -5.29224 0.03815 -0.255 -0.412 -0.062
C 2.58409 -2.21375 -3.97225 -1.567 -3.823 4.181
O 1.80148 -2.39795 -3.06233 -1.451 -0.483 1.901
N 2.50467 -1.25984 -4.75524 -1.237 7.418 -4.638
N 3.54462 -3.01465 -4.31108 3.796 -2.588 -0.830
H 1.71476 -0.64505 -4.62037 0.372 0.302 -0.252
H 3.26266 -1.01670 -5.37687 -0.695 0.209 -0.115
H 4.21748 -2.49057 -4.85211 0.611 -1.388 -0.015
H 3.76628 -3.89666 -3.87175 -0.019 0.570 0.070
C -4.71113 1.29634 2.13720 0.588 -0.167 1.445
O -3.59791 0.86360 1.99209 2.327 -1.016 -0.703
N -5.76908 0.85867 1.43045 -0.439 0.661 0.491
N -4.94278 2.17543 3.14599 -0.888 0.258 -0.511
H -6.39517 1.64298 1.31661 -0.672 -0.852 -1.020
H -5.50743 0.14850 0.76166 -0.576 0.565 -0.438
H -5.90928 2.39405 3.34142 0.539 0.334 0.609
H -4.13016 2.45606 3.67608 -0.604 0.136 -0.005
C 5.11732 0.81799 -1.02134 -3.044 -1.481 3.112
O 3.93271 0.64579 -0.71738 -0.981 -0.686 -0.299
N 5.46465 1.72582 -1.84439 1.728 2.761 -3.119
N 6.05281 0.18009 -0.33582 1.963 -1.637 1.171
H 6.41346 2.06606 -1.78040 -0.384 0.353 -0.623
H 4.70504 2.18872 -2.32275 0.521 0.309 0.085
H 7.03064 0.13566 -0.58481 -0.290 0.074 -0.097
H 5.71085 -0.53101 0.29464 0.127 0.223 -0.154
C 0.70549 0.71215 5.34081 -1.657 0.864 -0.467
O 0.77307 0.12813 4.31678 1.210 -2.653 -3.689
N 1.62852 1.35654 5.98752 4.320 1.498 1.716
N -0.45045 0.97683 5.89693 -2.841 0.060 1.358
H 1.31098 2.24194 6.35539 0.770 -0.150 0.032
H 2.57261 1.28017 5.63686 -0.106 0.268 0.169
H -1.22849 0.97713 5.25292 -0.322 0.020 0.880
H -0.34603 1.37246 6.82033 -1.402 0.045 -0.265
```
Forces are in eV/Å.


2.
ORCA calculation (ωB97M-V/def2-TZVPD) on a 9-piece molecular cluster, C9H33N2O11 overall.

Calculated values
HOMO level = -0.211 Ha
Kohn-Sham gap = 8.193 eV
Total charge = -1
Energy above the lowest of the compared OMol25 structures with the same formula, charge and spin = 41.3 kcal/mol

```
55
Properties=species:S:1:pos:R:3:forces:R:3
N 0.65878 -3.76238 -0.28514 -0.444 1.560 1.577
O 0.28389 -4.88326 -0.26300 -2.301 -4.517 -1.424
O -0.12320 -2.83031 -0.55154 -0.217 1.167 -0.721
O 1.77734 -3.56991 0.15377 2.700 1.887 0.139
C 1.41036 4.51387 -0.62453 -1.292 -0.439 -0.744
C -0.07729 4.48589 -0.09583 1.141 -0.742 -0.273
C -1.07177 4.63399 -1.32114 0.026 -1.246 0.400
C -1.41861 3.29864 -2.01253 0.515 -0.265 -0.284
C -1.76921 2.11074 -1.12352 0.501 0.652 0.049
C -0.74214 1.91464 0.04988 -0.087 -0.982 -0.446
N -0.34860 3.22414 0.66734 -2.141 0.712 -1.786
O 0.52119 3.09180 1.73459 0.807 -0.177 0.235
C -1.49566 1.14017 1.17908 1.129 0.506 -1.167
C 0.47310 1.03375 -0.50825 -0.010 1.241 1.044
C -0.24569 5.71346 0.81216 -1.012 0.201 -0.335
H 2.20498 4.50526 0.12154 -0.344 0.491 0.170
H 1.38760 5.35717 -1.31476 0.824 0.313 0.239
H 1.61048 3.64067 -1.24547 -0.178 -0.141 -0.073
H -1.99577 5.11760 -1.00423 -0.088 -0.075 0.357
H -0.67192 5.28338 -2.09994 0.380 0.188 0.261
H -0.59857 2.93012 -2.62884 0.594 0.409 0.079
H -2.19324 3.40620 -2.77179 -0.330 0.389 0.164
H -1.71765 1.25865 -1.80130 0.131 -0.362 0.320
H -2.82455 2.15989 -0.85530 0.059 0.164 0.752
H -0.86552 1.08390 2.06669 -0.174 0.002 0.114
H -2.39832 1.72233 1.36454 -0.133 -0.466 0.277
H -1.64284 0.12715 0.80460 -0.531 -0.030 0.275
H 0.92834 1.47817 -1.39332 -0.114 0.151 -0.064
H 1.22516 1.06616 0.28008 0.264 -0.035 -0.013
H 0.32378 -0.02459 -0.72207 -0.729 0.044 0.104
H -1.21652 5.70761 1.30770 0.074 -0.627 0.616
H -0.44170 6.59389 0.20018 0.775 0.197 -0.408
H 0.57230 5.91279 1.50445 -0.122 -0.204 -0.048
H -0.06076 3.05772 2.49733 0.029 0.081 0.215
O 3.61336 -2.18205 1.65769 0.616 0.695 0.417
H 4.46352 -2.43113 1.29516 0.106 -0.142 -0.038
H 2.98581 -2.39768 0.96783 -0.516 -0.378 -0.386
O 0.55719 -1.41644 2.47812 0.033 0.026 0.544
H 0.23677 -0.57999 2.14059 -0.028 0.073 -0.133
H 0.70127 -1.95098 1.69727 -0.062 -0.166 -0.629
O 3.66490 -5.94292 -1.35598 0.101 -0.336 -0.019
H 3.28725 -5.19410 -1.81737 -0.292 0.290 0.115
H 4.57704 -5.96785 -1.64516 0.219 -0.009 -0.047
O -1.78322 -5.19760 -3.15266 -0.117 -0.005 -0.402
H -1.08226 -5.27289 -2.50519 0.366 0.154 0.406
H -2.44678 -5.82317 -2.86182 -0.174 -0.082 0.100
O -2.21072 -5.65133 0.91038 -0.608 -0.121 0.262
H -2.28839 -6.60462 0.94827 0.054 -0.194 0.069
H -1.78790 -5.47823 0.06925 0.556 0.299 -0.153
O 1.98904 -4.18351 3.13886 -0.107 -0.652 0.239
H 1.63231 -3.36150 2.80229 0.090 0.228 -0.055
H 2.31009 -3.96538 4.01383 0.059 0.170 0.110
O -2.91027 -2.44192 -0.07460 -0.853 0.199 0.208
H -2.07651 -2.85562 -0.29805 0.786 -0.208 -0.072
H -2.89022 -1.60025 -0.53004 0.069 0.109 -0.137
```
Forces are in eV/Å.


3.
ORCA calculation (ωB97M-V/def2-TZVPD) on C9H36CrNO11 as an isolated structure.

Calculated values
HOMO level (alpha / beta) = -0.237 / -0.238 Ha
Kohn-Sham gap (alpha / beta) = 5.402 / 5.414 eV
Total charge = 0
2S+1 = 4

```
58
Properties=species:S:1:pos:R:3:forces:R:3
Cr -1.11739 -0.31825 1.67671 -1.653 -1.339 -5.677
C 0.71199 -3.19296 -1.25648 -0.757 -0.344 -0.248
C 1.92197 -2.43958 -0.67587 -0.390 -0.858 -0.096
C 3.01239 -2.64074 -1.74559 0.447 0.495 0.077
C 4.22639 -1.75544 -1.60180 -0.200 0.770 -0.237
C 3.78473 -0.26494 -1.58300 -0.241 -1.107 -0.211
C 2.70739 0.02760 -0.45161 0.734 0.586 -1.036
N 1.64463 -1.00404 -0.51699 -1.059 0.898 0.083
O 0.38945 -0.63896 0.15955 0.931 -0.242 0.839
C 2.07483 1.39480 -0.82660 -0.007 -0.224 0.498
C 3.50257 0.17403 0.87997 -0.892 -0.739 -0.182
C 2.43861 -3.09065 0.59576 0.193 0.254 1.300
H -0.22712 -3.23994 -0.70515 0.062 0.996 0.295
H 0.85483 -4.26207 -1.41366 1.003 -0.191 0.172
H 0.52547 -2.84430 -2.27223 -0.304 0.417 0.135
H 2.61604 -2.44303 -2.74154 -0.295 -0.024 0.003
H 3.43064 -3.64722 -1.75788 -0.661 -0.390 0.217
H 4.82104 -2.03200 -2.47244 0.355 0.607 -0.156
H 4.85505 -2.03888 -0.75768 -0.131 0.161 0.320
H 3.36108 -0.02490 -2.55819 -0.554 -0.289 -0.074
H 4.65852 0.38608 -1.61101 0.033 0.254 0.953
H 1.37125 1.65969 -0.03735 -0.384 -0.001 -0.182
H 1.58939 1.37447 -1.80232 -0.265 -0.269 0.200
H 2.78638 2.21967 -0.86402 0.510 -0.217 0.063
H 4.24394 -0.62480 0.89907 0.358 0.370 0.188
H 2.85735 -0.03027 1.73440 -0.279 0.069 0.146
H 3.91965 1.17361 1.00235 0.282 -0.155 -0.148
H 1.84597 -2.90000 1.49048 -0.587 0.234 -0.159
H 3.38851 -2.62462 0.85770 0.307 -0.280 -0.091
H 2.55193 -4.17475 0.59076 0.112 -0.024 -0.498
O -1.95224 1.04088 0.51620 0.873 0.334 0.903
H -2.61199 1.73079 0.72422 0.325 -0.972 0.145
O -2.29703 -1.77565 0.87954 2.066 1.173 2.286
H -2.22086 -2.52355 1.50354 -0.121 0.081 -0.358
O -2.49731 -0.54027 -1.70118 -0.296 -0.265 -0.885
H -2.36463 0.24154 -1.16508 0.059 0.035 0.617
H -1.77722 -0.52401 -2.33161 0.251 -0.019 -0.092
O -5.04315 2.45731 0.09262 -0.431 -0.196 0.919
H -4.75203 2.82695 -0.74096 0.527 0.299 -0.915
H -4.64980 3.02350 0.75665 -0.164 0.238 -0.053
O -3.48327 3.29957 -1.96787 -1.500 0.657 -0.095
H -3.35125 4.01532 -2.58956 -0.146 0.099 -0.151
H -2.60879 2.93443 -1.83305 0.987 -0.464 0.076
O -1.03108 2.61402 -1.64882 0.462 0.326 -0.493
H -0.46712 3.38395 -1.57531 0.206 0.217 -0.134
H -0.92454 2.15794 -0.81403 -0.121 -0.950 0.784
O -0.07302 1.12641 2.65680 0.972 0.417 0.618
H -0.30205 1.81414 3.28194 -0.524 0.031 0.147
H 0.86997 1.22556 2.52573 0.529 -0.210 -0.492
O -3.57958 2.53003 3.34388 -0.147 -0.013 -0.035
H -3.18073 3.12610 3.97780 0.061 0.148 0.311
H -3.56782 3.01460 2.51847 -0.051 0.160 -0.258
O -2.49634 0.13982 3.07043 0.243 -0.781 0.851
H -3.03439 0.92927 3.01125 -0.366 0.923 -0.313
H -2.78799 -0.28964 3.87462 0.050 -0.530 0.043
O -4.65603 -0.30434 0.24335 -0.138 -0.443 0.060
H -4.77348 0.63516 0.10272 -0.158 0.415 -0.111
H -5.13368 -0.48745 1.05240 -0.119 -0.128 0.135
```
Forces are in eV/Å.


Number 1: strongest force on any atom 8.8 eV/A. Number 2: strongest force on any atom 5.3 eV/A. Number 3: strongest force on any atom 6.1 eV/A.